<w>
Below is the molecule C2H2N2O2S, with properties calculated with the ωB97M-V functional and the def2-TZVPD basis.

CARTESIAN COORDINATES (ANGSTROEM)
C: 0.321 -0.974 0.012
C: 1.981 -0.470 0.001
N: 0.271 1.282 0.210
N: -0.412 0.104 -0.109
O: -1.626 0.143 -0.220
O: 2.845 -1.286 -0.046
S: 1.987 1.212 -0.097
H: 0.366 -2.089 -0.061
H: -0.192 2.070 -0.143

The net charge is 0. As for the HOMO energy: -9.517 eV.

Atomic charges from the natural (NBO) analysis, expressed in e, are listed below: atom 1 (C): -0.1678, atom 2 (C): 0.2937, atom 3 (N): -0.5655, atom 4 (N): 0.2673, atom 5 (O): -0.4572, atom 6 (O): -0.5342, atom 7 (S): 0.4897, atom 8 (H): 0.2701, atom 9 (H): 0.4037

---

<x>
Below is a cluster of 2 separate species, C2H2N2O2S in total, with properties calculated with the ωB97M-V functional and the def2-TZVPD basis.

CARTESIAN COORDINATES (ANGSTROEM)
C: -0.956 -0.328 1.957
C: -0.670 0.966 -0.674
N: -0.646 0.250 3.022
N: -0.437 1.046 3.804
O: -0.129 -2.699 2.763
O: 0.253 0.512 -0.018
S: -0.566 -1.904 1.608
H: -1.757 0.846 -0.531
H: -0.550 1.665 -1.491

The net charge is 0. As for the HOMO energy (spin up / spin down): -9.067 / -9.156 eV.

Atomic charges from the natural (NBO) analysis, expressed in e, are listed below: atom 1 (C): -0.4129, atom 2 (C): 0.2924, atom 3 (N): 0.0147, atom 4 (N): 0.0485, atom 5 (O): -0.8450, atom 6 (O): -0.4999, atom 7 (S): 1.1805, atom 8 (H): 0.1155, atom 9 (H): 0.1062

---

Sorted by energy, starting with the most stable: <w>, <x>.

---

<w>
Below is the molecule C22H28N4O3, with properties calculated with the ωB97M-V functional and the def2-TZVPD basis.

CARTESIAN COORDINATES (ANGSTROEM)
C: -7.412 -1.206 2.080
C: -6.207 -2.039 1.664
C: -6.019 -2.035 0.141
C: -5.687 -0.647 -0.376
O: -6.523 0.042 -0.928
N: -4.429 -0.178 -0.159
C: -3.282 -0.909 0.318
C: -2.228 -1.026 -0.803
N: -1.854 0.290 -1.269
C: -0.753 0.947 -0.775
C: -0.744 2.349 -0.590
C: 0.379 2.971 -0.129
C: 1.555 2.268 0.171
N: 2.635 3.008 0.668
O: 2.514 4.218 0.782
O: 3.678 2.426 0.988
C: 1.587 0.856 -0.028
N: 2.712 0.157 0.200
C: 2.891 -1.271 0.101
C: 2.342 -1.980 1.350
C: 4.361 -1.585 -0.063
C: 4.786 -2.425 -1.083
C: 6.127 -2.738 -1.225
C: 7.058 -2.211 -0.348
C: 6.642 -1.372 0.672
C: 5.302 -1.063 0.816
C: 0.414 0.246 -0.490
C: -3.020 0.996 -1.756
C: -4.075 1.139 -0.654
H: -7.510 -1.193 3.163
H: -8.324 -1.617 1.655
H: -7.308 -0.183 1.728
H: -5.312 -1.649 2.153
H: -6.346 -3.071 1.996
H: -5.257 -2.757 -0.157
H: -6.960 -2.323 -0.330
H: -3.560 -1.900 0.665
H: -2.837 -0.356 1.157
H: -1.366 -1.569 -0.423
H: -2.655 -1.586 -1.643
H: -1.623 2.941 -0.777
H: 0.384 4.037 0.036
H: 3.491 0.702 0.563
H: 2.358 -1.640 -0.784
H: 2.470 -3.056 1.254
H: 1.286 -1.757 1.482
H: 2.879 -1.644 2.234
H: 4.064 -2.837 -1.774
H: 6.443 -3.392 -2.024
H: 8.105 -2.451 -0.459
H: 7.364 -0.956 1.358
H: 4.995 -0.408 1.619
H: 0.442 -0.815 -0.666
H: -2.738 1.964 -2.163
H: -3.447 0.400 -2.571
H: -4.982 1.606 -1.040
H: -3.676 1.736 0.174

The net charge is 0. As for the SMILES: CCCC(=O)N1CCN(c2ccc([N+](=O)[O-])c(N[C@H](C)c3ccccc3)c2)CC1. As for the HOMO energy: -8.121 eV.

Atomic charges from the natural (NBO) analysis, expressed in e, are listed below: atom 1 (C): -0.6083, atom 2 (C): -0.3835, atom 3 (C): -0.4970, atom 4 (C): 0.6911, atom 5 (O): -0.6323, atom 6 (N): -0.4525, atom 7 (C): -0.2281, atom 8 (C): -0.2069, atom 9 (N): -0.4219, atom 10 (C): 0.2622, atom 11 (C): -0.3424, atom 12 (C): -0.1001, atom 13 (C): -0.1158, atom 14 (N): 0.5274, atom 15 (O): -0.4034, atom 16 (O): -0.4503, atom 17 (C): 0.3430, atom 18 (N): -0.6066, atom 19 (C): -0.0837, atom 20 (C): -0.6074, atom 21 (C): 0.0697, atom 22 (C): -0.2376, atom 23 (C): -0.2005, atom 24 (C): -0.2134, atom 25 (C): -0.1984, atom 26 (C): -0.2403, atom 27 (C): -0.3918, atom 28 (C): -0.2230, atom 29 (C): -0.2450, atom 30 (H): 0.2095, atom 31 (H): 0.2063, atom 32 (H): 0.2145, atom 33 (H): 0.1941, atom 34 (H): 0.2056, atom 35 (H): 0.2111, atom 36 (H): 0.2361, atom 37 (H): 0.2186, atom 38 (H): 0.1995, atom 39 (H): 0.2134, atom 40 (H): 0.1981, atom 41 (H): 0.2166, atom 42 (H): 0.2483, atom 43 (H): 0.4384, atom 44 (H): 0.1957, atom 45 (H): 0.2137, atom 46 (H): 0.2083, atom 47 (H): 0.2138, atom 48 (H): 0.2092, atom 49 (H): 0.2142, atom 50 (H): 0.2149, atom 51 (H): 0.2163, atom 52 (H): 0.2137, atom 53 (H): 0.2089, atom 54 (H): 0.2205, atom 55 (H): 0.2062, atom 56 (H): 0.2574, atom 57 (H): 0.1940

---

<x>
Below is the molecule C22H28N4O3, with properties calculated with the ωB97M-V functional and the def2-TZVPD basis.

CARTESIAN COORDINATES (ANGSTROEM)
C: -5.253 -2.405 0.591
C: -4.807 -0.979 0.280
O: -3.729 -0.556 1.087
C: -2.479 -1.048 0.861
C: -2.092 -1.808 -0.236
C: -0.780 -2.239 -0.350
C: 0.176 -1.926 0.605
C: 1.611 -2.373 0.441
N: 2.518 -1.473 -0.254
C: 2.242 -1.222 -1.651
C: 1.282 -0.052 -1.904
N: 1.794 1.133 -1.242
C: 1.054 2.344 -1.568
C: -0.390 2.301 -1.148
C: -1.396 1.842 -1.954
C: -2.746 1.745 -1.530
C: -3.149 2.101 -0.278
C: -2.149 2.558 0.599
N: -2.192 2.963 1.855
O: -0.944 3.290 2.182
N: -0.076 3.117 1.188
C: -0.775 2.656 0.167
C: 1.924 0.903 0.186
C: 2.899 -0.256 0.442
C: 4.329 0.141 0.040
C: 5.058 0.850 1.182
O: 5.167 0.051 2.336
C: -0.224 -1.171 1.704
C: -1.525 -0.733 1.831
H: -5.520 -2.484 1.642
H: -4.456 -3.115 0.386
H: -6.119 -2.659 -0.014
H: -5.614 -0.280 0.520
H: -4.563 -0.870 -0.785
H: -2.795 -2.077 -1.008
H: -0.503 -2.837 -1.207
H: 1.628 -3.318 -0.113
H: 2.046 -2.553 1.428
H: 1.841 -2.131 -2.103
H: 3.195 -0.990 -2.136
H: 1.237 0.145 -2.980
H: 0.270 -0.314 -1.555
H: 1.119 2.486 -2.651
H: 1.554 3.176 -1.066
H: -1.165 1.558 -2.971
H: -3.473 1.389 -2.246
H: -4.172 2.045 0.050
H: 2.305 1.814 0.649
H: 0.956 0.663 0.649
H: 2.904 -0.475 1.515
H: 4.878 -0.767 -0.223
H: 4.300 0.796 -0.830
H: 6.056 1.164 0.841
H: 4.507 1.739 1.497
H: 5.583 -0.784 2.090
H: 0.493 -0.929 2.477
H: -1.837 -0.145 2.680

The net charge is 0. As for the SMILES: CCOc1ccc(CN2CCN(Cc3cccc4nonc34)C[C@@H]2CCO)cc1. As for the HOMO energy: -7.849 eV.

Atomic charges from the natural (NBO) analysis, expressed in e, are listed below: atom 1 (C): -0.6379, atom 2 (C): -0.0621, atom 3 (O): -0.5009, atom 4 (C): 0.2962, atom 5 (C): -0.2691, atom 6 (C): -0.2027, atom 7 (C): -0.0803, atom 8 (C): -0.2134, atom 9 (N): -0.4555, atom 10 (C): -0.2206, atom 11 (C): -0.2532, atom 12 (N): -0.4447, atom 13 (C): -0.2354, atom 14 (C): -0.0441, atom 15 (C): -0.1897, atom 16 (C): -0.2019, atom 17 (C): -0.1890, atom 18 (C): 0.0495, atom 19 (N): -0.0738, atom 20 (O): -0.0944, atom 21 (N): -0.0993, atom 22 (C): 0.1228, atom 23 (C): -0.2553, atom 24 (C): -0.0528, atom 25 (C): -0.4348, atom 26 (C): -0.0592, atom 27 (O): -0.7205, atom 28 (C): -0.1879, atom 29 (C): -0.2618, atom 30 (H): 0.2176, atom 31 (H): 0.2146, atom 32 (H): 0.2146, atom 33 (H): 0.1929, atom 34 (H): 0.1666, atom 35 (H): 0.2090, atom 36 (H): 0.2077, atom 37 (H): 0.1979, atom 38 (H): 0.2028, atom 39 (H): 0.1984, atom 40 (H): 0.1969, atom 41 (H): 0.1954, atom 42 (H): 0.1820, atom 43 (H): 0.2050, atom 44 (H): 0.2164, atom 45 (H): 0.2161, atom 46 (H): 0.2171, atom 47 (H): 0.2315, atom 48 (H): 0.2107, atom 49 (H): 0.1891, atom 50 (H): 0.2165, atom 51 (H): 0.2050, atom 52 (H): 0.2231, atom 53 (H): 0.1603, atom 54 (H): 0.1748, atom 55 (H): 0.4614, atom 56 (H): 0.2166, atom 57 (H): 0.2315

---

Sorted by energy, starting with the most stable: <w>, <x>.

---

<w>
Below is the molecule C4H8O, with properties calculated with the ωB97M-V functional and the def2-TZVPD basis.

CARTESIAN COORDINATES (ANGSTROEM)
C: -1.928 0.528 0.142
C: -1.397 -0.615 -0.275
O: -0.216 -1.090 -0.007
C: 0.823 -0.368 0.637
C: 1.645 0.281 -0.431
H: -1.508 1.292 0.738
H: -2.916 0.739 -0.353
H: -1.974 -1.415 -0.778
H: 0.494 0.401 1.398
H: 1.474 -1.209 1.066
H: 2.388 0.888 0.059
H: 0.956 0.927 -1.061
H: 2.160 -0.360 -1.136

The net charge is 0. As for the SMILES: C=COCC. As for the HOMO energy: -8.644 eV.

Atomic charges from the natural (NBO) analysis, expressed in e, are listed below: atom 1 (C): -0.5883, atom 2 (C): 0.1749, atom 3 (O): -0.5056, atom 4 (C): -0.0761, atom 5 (C): -0.6316, atom 6 (H): 0.2041, atom 7 (H): 0.2114, atom 8 (H): 0.1887, atom 9 (H): 0.1883, atom 10 (H): 0.1959, atom 11 (H): 0.2089, atom 12 (H): 0.2137, atom 13 (H): 0.2157

---

<x>
Below is the molecule C4H8O, with properties calculated with the ωB97M-V functional and the def2-TZVPD basis.

CARTESIAN COORDINATES (ANGSTROEM)
C: -1.241 -0.832 -0.177
C: -0.773 0.554 0.210
C: 0.712 0.750 -0.310
C: 1.716 -0.139 0.395
O: 2.759 -0.430 -0.230
H: -1.254 -0.921 -1.302
H: -2.302 -1.032 0.139
H: -0.585 -1.598 0.266
H: -1.509 1.277 -0.211
H: -0.719 0.719 1.289
H: 1.062 1.797 -0.139
H: 0.727 0.506 -1.390
H: 1.407 -0.651 1.460

The net charge is 0. As for the SMILES: CCCC=O. As for the HOMO energy: -9.889 eV.

Atomic charges from the natural (NBO) analysis, expressed in e, are listed below: atom 1 (C): -0.6152, atom 2 (C): -0.3994, atom 3 (C): -0.5162, atom 4 (C): 0.4255, atom 5 (O): -0.5273, atom 6 (H): 0.2079, atom 7 (H): 0.2159, atom 8 (H): 0.2043, atom 9 (H): 0.2127, atom 10 (H): 0.1979, atom 11 (H): 0.2396, atom 12 (H): 0.2337, atom 13 (H): 0.1207

---

Sorted by energy, starting with the most stable: <x>, <w>.